Record 1
Computed, not measured: one molecule with the formula C32H49ClN3O2PS in a non-equilibrium geometry, with ωB97M-V with the def2-TZVPD basis set.

Output
SMILES string: CC[C@H](Cl)N1C(=O)c2cc(CCCCCN)c([PH2]=S)c(CCCCCCCCCCCCn3cccc3)c2C1=O
HOMO (eV): -8.274
Calculated total energy (hartree): -2763.18462

ORCA input file:
```
! wB97M-V def2-TZVPD RIJCOSX def2/J DEFGRID3
* xyz 0 1
C 1.10437 4.03722 0.63882
H -0.57759 -3.79129 -4.20845
H 2.99601 -1.72043 -4.98752
H 2.02782 2.17628 2.86675
H -1.99275 0.58232 1.21759
S -3.12018 2.50055 3.12954
H -1.00206 -2.85087 0.61919
C 0.11110 -3.01286 -4.48298
N 1.44804 -3.12223 -4.43841
C 2.15395 -4.30915 -3.99880
H 0.93181 -3.72042 0.11427
C 0.05280 5.38283 2.37907
H -3.32729 2.58279 -0.12268
H -3.07420 -1.95288 1.42351
H -2.16912 -0.18689 -0.35162
H 1.05667 -0.14344 -5.56790
H 2.00766 2.29128 5.84893
C 2.19063 2.62672 -1.21165
C 1.57340 -4.93479 -1.59596
C -1.19071 3.66589 1.00776
H 2.20603 5.16175 2.75797
H 3.53215 -4.73737 -2.44398
H 0.16026 6.32353 1.83693
C -1.63354 -3.61450 0.17380
C 1.26101 5.11476 3.28074
H -3.43033 -3.75425 -0.97139
N 1.63980 0.55334 4.67364
H 2.81518 -1.26107 -0.12300
H -2.45188 1.79719 -1.45627
H 0.67255 -2.97247 -1.50406
H 0.94951 -1.30698 1.21457
C 0.96394 -1.13915 -5.18803
H -4.40740 -3.03590 0.97854
C -4.54183 -1.10423 0.06406
P -2.72060 3.99101 1.91748
H -2.56911 5.12665 2.72016
Cl 3.99792 0.21440 -2.14434
C 0.22950 1.55419 -1.80406
C -0.79819 -4.37050 -0.90564
H 0.70415 0.42328 1.11024
H 3.03746 -4.43063 -4.61639
C -2.48248 1.95780 -0.38420
H 0.16894 -0.63097 -0.17733
H 0.96263 3.97803 5.06742
C 2.34064 -0.28504 -0.11217
C -1.22786 2.71933 -0.00313
H 2.18605 -0.20928 5.04945
H 2.03610 4.52018 0.86406
H 0.14622 3.26171 3.71199
C -0.08619 2.48178 -0.65138
C -2.57707 0.57302 0.30677
H 3.11611 3.37646 3.60381
H -1.30410 -4.22182 -1.85664
H 2.96552 0.33956 0.52139
H -2.51310 -2.25639 -1.21029
C -4.06508 0.25022 0.59840
C -3.71091 -2.28776 0.61028
H -5.54750 -1.24095 0.44947
C -0.04383 4.31380 1.29956
H -1.96456 -4.32392 0.92504
C 0.64913 -3.88868 -0.92011
C 0.96810 -0.46057 0.54060
C 2.29050 0.17418 -1.55545
C 2.37793 1.81915 4.94475
H 1.77218 -0.55681 -2.16960
H -4.27643 0.25769 1.66142
O 3.25537 3.15755 -1.43368
C -2.86478 -2.97451 -0.47134
H -3.79983 4.21658 1.04758
C 2.22274 2.77214 3.74851
H 0.95758 -5.63720 -2.14225
H -0.86623 -5.43069 -0.67114
H -4.65093 1.04443 0.14456
H 3.43008 1.56308 5.03743
C 1.95705 -1.95529 -4.89193
C 2.58076 -4.21876 -2.52603
H 1.28482 5.91812 4.01215
H 0.77773 0.60001 5.19918
N 1.64723 1.45259 -1.75137
C 1.06591 3.13157 -0.31594
H 2.67833 -3.18653 -2.21710
H -0.84767 5.45856 2.96478
C 1.06586 3.76574 4.00857
H -4.54608 -1.09818 -1.02063
H -1.24166 -1.45821 -5.11126
C -0.25363 -1.82983 -4.94700
H 1.50491 -5.15724 -4.17683
O -0.48657 1.02542 -2.62545
H 2.13114 -5.45372 -0.82533
*
```

Record 2
Computed, not measured: a 2-piece molecular cluster, C32H49F3N2O8S overall in a non-equilibrium geometry, with ωB97M-V with the def2-TZVPD basis set.

Output
SMILES string: CCSC[C@@]1(CCCO)C(=O)N[C@@](CCCOC)(CCC(=O)Nc2ccccc2)[C@H]1CCOC(=O)CC.CCOC(=O)C(F)(F)F
HOMO (eV): -8.274
Calculated total energy (hartree): -2657.96826

ORCA input file:
```
! wB97M-V def2-TZVPD RIJCOSX def2/J DEFGRID3
* xyz 0 1
C 0.06122 -4.96314 -3.83414
H 0.69904 6.15922 2.43312
C 2.46089 5.42295 1.94942
H -2.98114 0.78762 -0.53949
C -0.41586 3.89682 0.07546
H 5.04655 2.38969 -1.88713
N -0.40336 0.24439 0.93861
H 0.08816 -8.44021 -1.39918
H -2.85347 2.01014 -4.67696
F -0.83176 -5.49860 -4.67152
O 0.83848 -5.85301 -1.73320
C -3.29763 0.39626 2.24273
H 2.42608 3.09401 0.91196
C 0.77440 0.65451 1.56204
H 1.51836 -1.24349 5.89104
H -0.23649 -4.93524 2.21362
H 2.27990 -0.24065 4.61891
C -3.05887 1.64515 1.41825
N -3.60146 -0.83816 1.62748
C -0.93623 -4.12104 2.11120
H 3.41053 5.79973 2.31967
C -2.40529 -2.76637 0.73468
H 2.59709 1.83982 -2.63062
C 0.67767 -6.02357 -2.90533
C -1.28669 -3.32989 3.20624
H -1.33707 1.21286 -5.06649
H 1.16971 4.36708 3.28875
S 0.67688 1.91157 4.55134
C 0.01599 4.36910 -1.30405
H -0.32221 0.15570 5.85990
O -2.50518 0.34141 -3.57860
C -1.48516 -0.61439 -3.32494
C -1.52008 -3.83873 0.87782
H -1.93187 -1.60176 -3.45361
C 0.19804 0.20328 4.90934
H -0.31504 -1.25647 -1.66661
H 4.68520 4.02551 -2.35027
H -0.13106 -9.38706 -2.86653
C 2.94862 2.71282 -2.08888
C -0.90259 1.25532 0.00376
H -2.56516 2.46412 -0.46225
H -2.87765 0.52221 -5.62022
H -0.25334 -0.68856 0.56486
H 4.59634 2.68108 -3.53222
H -1.96024 -0.81338 -1.28791
C -1.08984 -0.51585 -1.86304
C 2.01655 2.86354 1.88897
O 1.67911 -0.07294 1.85563
H 2.84575 4.00713 3.49118
H -0.35602 3.71132 -2.08457
H -0.57290 3.32802 3.16770
C -2.72039 -1.94098 1.82003
C -2.41527 1.51178 0.03969
C 0.65319 2.18321 1.77256
O 1.01037 -7.09169 -3.60937
H 2.93825 2.45472 -1.03587
H -0.87359 -3.52199 4.18396
H 0.11090 4.53957 0.78171
H 2.69313 2.13525 2.32796
O 1.79985 4.13237 -3.55016
O 1.53856 6.49752 2.11466
H 0.47206 0.91725 -1.66911
C 2.01931 3.84255 -2.41849
H -2.83499 -2.60458 -0.24455
C -0.24006 2.30581 3.01215
H 2.37639 -7.75669 -2.18698
C 0.61276 -9.01489 -2.16163
H 1.09795 -9.86358 -1.68154
O 1.43630 4.53929 -1.39877
C 4.39599 2.99350 -2.51601
H -1.08931 1.60391 -2.09604
O -3.30912 0.48826 3.44162
C 0.01332 2.45991 0.38447
H 0.86458 2.30034 -0.27314
H -1.47971 4.07897 0.19978
H -0.43663 5.34194 -1.48431
C -2.17019 -2.25639 3.06196
H -0.63059 -0.51043 -3.99161
F -0.54897 -4.02158 -3.11748
H 1.24946 -1.54419 4.17053
F 1.01562 -4.37648 -4.56935
H 2.57452 5.21259 0.88634
H -2.42312 -1.67279 3.93137
H 2.16982 -8.74980 -3.62349
H -2.54580 2.36412 2.03985
H -1.27857 -4.43587 0.01087
H -3.78408 -0.70244 0.64142
C 2.08141 4.15477 2.73482
C 1.38657 -0.77409 4.92233
H -0.52941 -0.08445 4.15516
H -4.05894 2.05804 1.26035
C 1.63883 -8.16406 -2.87683
H -1.08154 1.63266 2.98544
C -0.59605 0.86945 -1.46152
C -2.37972 1.03937 -4.79875
*
```

Record 3
Computed, not measured: a 4-piece molecular cluster, C32H50Br2F4N4O6 overall in a non-equilibrium geometry, with ωB97M-V with the def2-TZVPD basis set.

Output
SMILES string: C=CCc1c(CC(=O)Br)c2c(c(CCCN)c1C(F)(F)C(F)F)C(=O)C(Br)=CC2=O.COC[C@@H](C)N.COC[C@@H](C)N.COC[C@@H](C)N
HOMO (eV): -8.777
Calculated total energy (hartree): -7467.13520

ORCA input file:
```
! wB97M-V def2-TZVPD RIJCOSX def2/J DEFGRID3
* xyz 0 1
H -5.20890 1.37125 -3.16142
C 3.03294 2.18146 1.82906
F 7.45136 1.46504 3.79306
C -1.95802 -1.04720 3.60937
C 3.59468 2.75129 2.96903
H -1.66152 -0.00082 3.68471
C 4.73533 0.43841 1.84480
C -7.80862 -1.35955 -6.54003
C -4.82348 0.51036 -3.71399
F 6.26620 -1.37586 5.23365
H -3.33230 1.28132 -1.03481
H -2.40196 -1.33962 4.56300
C -5.54016 -3.60521 -6.67537
C -2.77949 2.96994 -3.09122
C 4.21421 2.67963 6.00015
H 7.15961 -1.54511 0.37232
H 4.57342 -1.33361 0.60484
F 7.14639 -0.56434 3.12638
C 6.52356 0.46402 3.73460
O 0.85855 2.90608 3.90500
C 1.43756 0.65326 0.04783
C -3.69440 -2.56897 2.49427
O -2.93369 -3.68265 2.06930
H 7.23103 0.11334 0.96366
H 7.46631 -0.12198 -1.46178
F 7.07370 0.47486 6.07015
H -4.54715 0.81140 -4.72801
H -1.82339 0.80585 -0.76696
H 5.36865 3.86779 4.64757
H -1.94104 -5.29780 2.79076
H 2.77357 4.72543 2.70306
H -2.73222 3.02215 -4.18093
H -1.66061 -1.85047 1.03437
H -4.98522 -4.39729 -6.16386
C 4.70158 2.15512 3.57748
C 0.89204 1.74538 0.56608
H 4.23531 3.49841 6.71945
H 5.28803 1.63655 -1.38976
H 3.58619 4.53200 4.23181
C 1.64907 3.72963 4.20968
H -1.01355 1.85441 -2.68989
H -1.04812 -1.62939 3.46091
H -3.81561 -2.61500 -7.12915
H 2.58019 1.38862 5.40793
C 3.60620 1.03480 1.26897
O -6.47260 -1.38043 -6.07366
C 5.29112 1.00822 3.00682
N -4.62794 -2.96653 -7.62815
C 3.34038 1.64688 6.13934
N -2.36635 1.58233 -1.13415
N 6.18587 1.42395 -0.98577
Br 1.31290 4.87867 5.76406
H 5.16462 0.24607 5.46700
C 2.96006 4.01983 3.50997
O -3.73658 -0.09207 -3.03193
H -8.44829 -2.02999 -5.95882
H -6.29479 -5.12647 -8.00552
H -1.10529 -3.76734 3.05946
C 1.80369 2.75014 1.16562
H 3.35101 1.10210 7.08153
H -3.82587 3.01769 -2.79021
H 5.78112 -0.56281 -1.61946
N -2.23464 -1.02678 1.19482
C -2.46062 0.43733 -3.33788
H -2.90678 -1.04389 0.43033
Br 0.41675 -0.71651 -0.72288
C -6.01974 -2.63164 -5.59047
C 6.18127 -0.02594 5.18605
H -5.08475 -2.12846 -7.97812
C -2.94554 -1.23018 2.46084
H -4.52979 -2.50622 1.79189
H 5.54585 -1.49916 2.01967
C 2.92730 0.47540 0.05417
C 5.31202 -0.81367 1.20717
O 3.47656 -0.03968 -0.88615
H -2.53190 -4.19328 4.04738
H -0.17954 1.90610 0.57870
C -2.09259 1.71266 -2.56740
H -1.74955 -0.34316 -3.05421
O 1.55965 3.92983 1.07868
H -5.16705 -2.39952 -4.94554
H -7.86726 -1.62172 -7.59904
C 5.19855 2.80786 4.85438
C 6.48034 -0.01171 -0.99461
H -4.12529 -2.75615 3.48690
H -3.70028 -0.44300 2.55032
H -6.78517 -3.09326 -4.95224
H -2.28894 3.85724 -2.69146
H -7.45721 -4.62478 -6.77733
C 6.62089 -0.59808 0.40507
H 6.27713 1.82847 -0.06658
H -2.35720 0.58520 -4.42135
C -2.08605 -4.24939 3.04990
H -7.12487 -3.59110 -8.17437
H 6.12193 2.40123 5.25109
H -5.62086 -0.22790 -3.78055
C -6.67400 -4.26928 -7.44999
H -8.17789 -0.34002 -6.42944
*
```

Record 4
Computed, not measured: a 3-piece molecular cluster, C32H50Br2F8N2OP overall in a non-equilibrium geometry, with ωB97M-V with the def2-TZVPD basis set.

Output
Energy above the lowest of the compared OMol25 structures with the same formula, charge and spin (kcal per mole): 12.1
HOMO (eV): -4.268
Calculated total energy (hartree): -7722.34026

ORCA input file:
```
! wB97M-V def2-TZVPD RIJCOSX def2/J DEFGRID3
* xyz -1 1
H -1.12659 0.06603 -1.67163
H 4.19961 0.02533 -2.84410
H 5.77070 0.99252 1.89611
C -2.74510 2.55150 5.00949
C 4.79011 1.29170 1.52443
H 3.54801 -0.30859 -8.21178
H -4.51305 -0.64717 -0.17927
H -3.35982 0.32555 -1.52811
C 1.92791 -1.35023 -0.86967
C -3.55530 2.26480 6.09564
C 3.26677 -2.21101 -7.23969
C 4.86254 1.45775 -0.00027
H -4.07004 4.63015 -0.08103
H -0.83698 1.31174 1.09152
H 1.19261 -0.99826 -1.59313
C 0.86553 -2.39750 1.26989
H 2.78117 0.56700 1.59606
H 5.73961 2.07267 -0.21028
H -4.72294 0.72184 7.04604
H 5.07628 -0.70077 -0.11840
C 3.85400 -0.96705 -7.41050
H -0.58132 -0.90271 -0.36039
H -5.64836 3.86786 -0.43804
H 2.73749 0.86885 3.83814
C -3.89371 -3.25437 -1.05736
H -2.31565 3.53481 4.87275
C -2.49738 1.54375 4.08822
H -5.39492 2.97821 2.04729
H -1.87890 1.72758 3.21549
C -4.96573 4.18332 0.34580
F -1.76075 -2.55736 -1.65205
H -0.82330 -0.56879 1.97337
F -2.62018 2.66550 -1.75779
C -1.21114 -0.05153 -0.59174
H 1.13446 -1.40649 1.63304
H -4.16089 -0.95697 5.29263
F -3.21160 -4.10817 -0.24986
H -3.32664 -2.28477 1.40740
C -4.08267 0.98861 6.21571
H 3.58285 -0.66507 3.98081
F -1.10567 4.17283 -2.21523
H -5.44938 4.97219 0.92422
C -2.83404 -1.30887 1.34467
Br -1.02121 3.93024 0.70638
F -5.05600 -2.96744 -0.46837
C -3.01285 -2.02583 -1.42427
H -0.66152 -3.42448 2.32572
C 1.35684 -2.61262 -0.19042
C -0.54160 1.17316 0.05912
H 5.05600 -3.11266 -4.52679
C -4.58453 1.63321 0.57745
H 0.49889 -2.96972 -0.75702
H 4.50918 0.84331 3.95853
H -1.09024 -3.17150 0.66410
H 4.00548 -0.73227 1.71794
O -3.27932 1.14117 0.57322
H -1.63028 -1.63168 3.05372
C 3.24712 -1.54637 -1.61861
F 0.80928 2.86368 -0.93243
H 1.44203 -3.09977 1.87571
H 3.26189 -3.98660 -6.01924
H 5.33066 0.38605 -6.62075
H 3.08991 0.57773 -1.62537
C 3.69375 -3.01085 -6.19308
H 3.90629 -2.21310 -1.06713
H -3.41716 -0.71413 2.04373
H -3.67953 3.14685 1.79242
C 3.63871 0.33253 3.55394
C -0.49221 2.54233 -0.61763
H 4.48823 2.25255 1.94182
C -3.77002 0.05455 5.23867
Br -0.59714 1.89737 -3.45066
C -1.30003 2.85028 -1.89772
H 2.48666 -2.54931 -7.90946
C 5.02001 0.14644 -0.79618
H -4.92526 1.75956 -0.45791
H 3.03034 -1.92797 -2.61543
C -1.45516 -1.45396 1.99198
H -5.26460 0.97340 1.12474
H 2.01422 -0.55665 -0.13115
C 3.74751 0.28252 2.00532
C 4.84662 -0.57964 -6.52329
C 4.69267 -2.52476 -5.36291
H 4.00453 2.03742 -0.33886
N 5.26828 -1.33699 -5.51274
H 2.08999 -3.41893 -0.21562
C 3.88838 -0.13917 -1.81534
H 5.95560 0.19584 -1.35063
C -4.62391 3.01357 1.27359
P -3.08171 -0.39658 -0.30588
F -4.19115 -3.97283 -2.17787
N -2.99264 0.31430 4.19154
F -3.46088 -1.66717 -2.68079
H 0.52147 0.92136 0.14701
H -3.77518 3.02432 6.83582
C -0.63398 -2.68709 1.52269
*
```